Record 1
96
Properties=species:S:1:pos:R:3 method="wB97M-V/def2-TZVPD" homo_lumo_gap_ev=6.0 total_energy_ev=-238299.3913 charge=-1 lumo_ev=2.01 multiplicity=1 de_lowest_kcal_mol=1.14
K -0.091 0.285 0.635
C -0.213 -4.442 -0.993
C -0.389 -3.108 -0.270
N 0.731 -2.653 0.541
C 1.050 -3.525 1.664
C -0.152 -3.935 2.493
C 1.912 -2.376 -0.262
C 3.005 -1.536 0.396
N 2.488 -0.254 0.776
C 3.296 0.669 1.268
C 2.732 1.879 1.787
F 1.376 1.973 1.848
C 3.465 2.935 2.251
F 2.807 4.029 2.701
C 4.855 2.917 2.299
C 5.439 1.748 1.854
F 6.790 1.640 1.880
C 4.721 0.678 1.370
F 5.444 -0.404 0.955
H -1.098 -4.661 -1.593
H -0.081 -5.271 -0.295
H 0.649 -4.440 -1.663
H -1.276 -3.128 0.361
H -0.594 -2.321 -1.007
H 1.757 -2.989 2.299
H 1.584 -4.432 1.314
H -0.762 -3.078 2.776
H 0.189 -4.418 3.410
H -0.797 -4.643 1.973
H 1.565 -1.836 -1.151
H 2.377 -3.315 -0.624
H 3.819 -1.495 -0.349
H 3.437 -2.095 1.241
H 5.425 3.754 2.667
Br -3.926 6.188 2.924
C -3.136 4.713 2.041
C -3.559 3.429 2.321
C -2.926 2.389 1.654
N -1.959 2.572 0.764
C -1.569 3.816 0.499
C -2.124 4.930 1.124
C -0.457 3.969 -0.490
C -0.256 5.178 -1.158
C 0.821 5.271 -2.019
Br 1.128 6.887 -2.951
C 1.665 4.192 -2.193
C 1.358 3.033 -1.496
N 0.324 2.911 -0.682
H -4.340 3.229 3.040
H -3.186 1.349 1.825
H -1.768 5.930 0.934
H -0.924 6.014 -1.025
H 2.525 4.237 -2.845
H 1.995 2.160 -1.594
C -3.014 -0.210 -1.669
Si -3.730 -1.038 -0.140
C -4.021 -2.843 -0.666
C -5.423 -0.264 0.210
N -2.632 -0.801 1.124
C -2.722 -1.218 2.391
C -3.685 -2.110 2.936
C -3.679 -2.522 4.259
C -2.724 -2.069 5.158
C -1.763 -1.171 4.689
C -1.792 -0.785 3.378
F -0.820 0.094 2.958
H -3.702 -0.179 -2.515
H -2.130 -0.766 -1.993
H -2.685 0.810 -1.462
H -4.883 -2.910 -1.335
H -4.194 -3.523 0.169
H -3.157 -3.219 -1.217
H -6.089 -0.376 -0.650
H -5.327 0.803 0.418
H -5.907 -0.727 1.071
H -4.451 -2.500 2.275
H -4.443 -3.217 4.589
H -2.719 -2.394 6.189
H -0.984 -0.771 5.326
C 0.175 -1.592 -4.051
S 0.505 -0.045 -3.200
O -0.288 1.009 -3.887
C 2.195 0.201 -3.720
C 3.200 -0.634 -3.248
C 4.515 -0.365 -3.585
C 4.817 0.734 -4.380
C 3.805 1.565 -4.832
C 2.482 1.307 -4.501
H 0.287 -1.456 -5.125
H -0.849 -1.864 -3.803
H 0.852 -2.362 -3.683
H 2.963 -1.463 -2.594
H 5.305 -1.001 -3.208
H 5.846 0.949 -4.636
H 4.046 2.428 -5.440
H 1.670 1.944 -4.825

---

Record 2
100
Properties=species:S:1:pos:R:3 method="wB97M-V/def2-TZVPD" homo_lumo_gap_ev="4.1 / 4.1" total_energy_ev=-174428.8713 charge=-2 lumo_ev="3.72 / 3.72" multiplicity=2 de_lowest_kcal_mol=53.82 s_squared=0.79
Ti 0.545 1.825 -0.273
O 2.113 2.404 -1.002
N 2.896 3.415 -1.361
N 2.232 4.552 -1.287
O -0.206 3.643 -1.370
C 2.953 5.667 -1.631
C 4.303 5.658 -2.035
C 4.939 6.842 -2.369
C 4.279 8.065 -2.321
C 2.942 8.080 -1.924
C 2.293 6.911 -1.585
H 4.833 4.718 -2.085
H 5.979 6.806 -2.678
H 4.790 8.982 -2.586
H 2.402 9.019 -1.877
H 1.255 6.924 -1.272
O 0.517 0.222 -2.431
C 1.132 -0.536 -1.478
O 1.079 -0.012 -0.257
C 1.762 -1.681 -1.843
C 2.522 -2.470 -0.875
C 2.829 -3.761 -1.110
C 2.470 -4.384 -2.357
C 2.020 -3.526 -3.423
C 1.688 -2.240 -3.191
N 2.521 -5.723 -2.507
O 2.114 -6.255 -3.586
O 2.897 -6.456 -1.544
H 2.809 -1.989 0.053
H 3.353 -4.360 -0.376
H 1.912 -3.960 -4.408
H 1.313 -1.619 -3.993
Br -5.657 -0.522 0.628
C -4.909 0.938 1.580
C -5.634 1.538 2.595
C -5.068 2.599 3.290
C -3.794 3.042 2.971
C -3.075 2.425 1.955
C -3.637 1.367 1.251
C -1.666 2.892 1.649
O -1.200 3.856 2.251
O -1.057 2.174 0.774
H -6.626 1.179 2.838
H -5.628 3.075 4.085
H -3.333 3.867 3.498
H -3.075 0.890 0.465
C -1.153 1.297 -4.134
C -1.115 1.921 -2.742
C -2.548 2.139 -2.250
C -0.363 3.248 -2.736
N -0.476 1.038 -1.761
H -1.803 1.890 -4.783
H -1.549 0.284 -4.066
H -0.160 1.247 -4.580
H -3.085 2.802 -2.935
H -2.556 2.592 -1.259
H -3.067 1.180 -2.208
H -0.916 4.024 -3.281
H 0.625 3.127 -3.196
H 0.672 4.185 -1.326
C 1.328 0.130 4.686
N 0.948 1.435 4.164
C -0.073 2.209 4.855
C 1.260 1.742 2.929
N 1.524 2.006 1.838
H 1.689 0.240 5.711
H 2.124 -0.282 4.070
H 0.479 -0.558 4.654
H 0.354 2.715 5.725
H -0.867 1.537 5.188
H -0.499 2.940 4.170
C -0.673 -4.531 3.507
C 0.662 -4.507 2.774
C 1.007 -3.128 2.222
N 0.190 -2.772 1.075
C -0.805 -1.896 1.072
S -1.312 -1.032 2.413
N -1.452 -1.721 -0.149
C -1.604 -2.617 -1.195
O -1.955 -2.230 -2.290
C -1.431 -4.072 -0.885
C -0.512 -4.796 -1.632
C -0.261 -6.127 -1.329
C -0.984 -6.742 -0.316
C -1.945 -6.031 0.395
C -2.157 -4.688 0.127
H -0.923 -5.539 3.843
H -1.477 -4.182 2.862
H -0.652 -3.871 4.377
H 0.665 -5.226 1.950
H 1.465 -4.813 3.451
H 2.039 -3.114 1.873
H 0.880 -2.356 2.981
H 0.573 -3.056 0.179
H -1.630 -0.753 -0.417
H 0.042 -4.296 -2.413
H 0.514 -6.660 -1.871
H -0.791 -7.780 -0.073
H -2.506 -6.518 1.183
H -2.870 -4.111 0.706